The following is a quantum chemistry calculation of 2 unconnected molecules or ions with the total composition C5H12NO, from the Open Molecules 2025 dataset.

Results
Kohn-Sham gap = 6.48 eV
relative energy (zero: lowest compared OMol25 entry of this formula, charge and spin) = 1.538 eV
E = -327.63953 hartree
LUMO energy = 4.07 eV
strongest force on any atom = 0.8 eV/A
HOMO = -2.415 eV

```
! RIJCOSX wB97M-V def2-TZVPD def2/J DEFGRID3
* xyz -1 1
C -1.013 -0.557 -0.868
O -1.435 0.230 0.121
C -0.664 -1.998 -0.405
N -0.625 -3.000 -1.503
H -1.740 -0.677 -1.728
H -0.074 -0.183 -1.388
H 0.311 -1.970 0.083
H -1.432 -2.264 0.321
H -1.428 -3.613 -1.437
H -0.786 -2.498 -2.374
C 1.824 1.788 2.076
C 1.251 1.470 0.729
C 0.680 2.363 -0.062
H 2.835 1.388 2.233
H 1.842 2.866 2.241
H 1.206 1.314 2.837
H 1.223 0.432 0.421
H -0.118 2.030 -0.719
H 0.755 3.441 0.061
*
```